C38H55INO16 | wB97M-V/def2-TZVPD

Structure (ORCA input):
```
! RIJCOSX wB97M-V def2-TZVPD def2/J DEFGRID3
* xyz 1 1
C -3.159 -3.362 1.406
C -2.770 -3.570 -0.093
C -3.059 -2.275 -0.890
C -1.925 -1.934 -1.888
C -2.147 -0.575 -2.516
C -3.418 -0.115 -2.735
N -3.620 1.071 -3.313
I -5.543 1.732 -3.687
C -2.634 1.877 -3.687
C -1.345 1.499 -3.492
C -1.114 0.268 -2.914
C 0.327 -0.169 -2.668
O 1.096 -0.432 -3.553
O 0.666 -0.200 -1.336
H -2.254 -3.475 2.005
H -3.950 -4.071 1.661
H -3.555 -2.364 1.614
H -1.747 -3.933 -0.223
H -3.421 -4.355 -0.484
H -3.275 -1.404 -0.262
H -3.967 -2.467 -1.478
H -1.980 -2.689 -2.686
H -0.928 -2.027 -1.455
H -4.299 -0.677 -2.457
H -2.834 2.828 -4.164
H -0.499 2.111 -3.778
H 0.363 0.654 -0.985
O -1.229 3.490 -1.134
C -0.404 4.306 -1.454
O -0.706 5.593 -1.705
C 0.474 6.289 -2.167
C 1.646 5.471 -1.656
C 1.076 4.061 -1.674
H 0.443 6.337 -3.259
H 0.477 7.303 -1.773
H 2.547 5.589 -2.249
H 1.882 5.756 -0.631
H 1.213 3.577 -2.645
H 1.492 3.445 -0.881
O 4.326 4.048 -0.697
C 5.150 4.863 -1.003
O 4.851 6.162 -1.245
C 6.030 6.861 -1.693
C 7.199 6.034 -1.184
C 6.628 4.620 -1.219
H 6.004 6.919 -2.783
H 6.027 7.870 -1.288
H 8.104 6.162 -1.774
H 7.428 6.311 -0.154
H 6.769 4.145 -2.192
H 7.037 3.994 -0.430
O -0.611 -3.021 3.866
C -0.445 -1.839 3.767
O -0.755 -1.135 2.649
C -0.331 0.234 2.808
C -0.237 0.455 4.308
C 0.169 -0.925 4.807
H 0.634 0.358 2.310
H -1.059 0.894 2.338
H 0.457 1.247 4.583
H -1.219 0.715 4.706
H 1.253 -1.059 4.800
H -0.231 -1.139 5.794
O -0.111 7.937 -6.057
C -1.224 7.562 -5.840
O -1.862 6.639 -6.607
C -3.217 6.481 -6.157
C -3.215 6.959 -4.713
C -2.144 8.044 -4.737
H -3.868 7.082 -6.794
H -3.506 5.435 -6.248
H -4.189 7.307 -4.373
H -2.900 6.147 -4.053
H -2.557 9.015 -5.013
H -1.615 8.111 -3.790
O 2.987 -4.623 7.509
C 2.597 -5.257 6.575
O 3.068 -6.493 6.266
C 2.485 -6.942 5.032
C 1.205 -6.138 4.879
C 1.572 -4.818 5.548
H 3.195 -6.753 4.222
H 2.299 -8.013 5.091
H 0.881 -6.033 3.845
H 0.398 -6.618 5.436
H 2.039 -4.125 4.850
H 0.716 -4.354 6.026
O -4.158 -5.971 -1.744
C -4.835 -6.738 -1.120
O -6.057 -6.419 -0.637
C -6.569 -7.505 0.158
C -5.817 -8.736 -0.319
C -4.466 -8.150 -0.715
H -6.379 -7.283 1.211
H -7.642 -7.589 0.006
H -5.757 -9.521 0.432
H -6.308 -9.152 -1.201
H -3.776 -8.105 0.130
H -4.013 -8.685 -1.545
O 3.524 0.829 3.983
C 3.876 -0.289 3.743
O 3.795 -1.301 4.642
C 4.387 -2.492 4.094
C 4.347 -2.299 2.587
C 4.499 -0.788 2.453
H 5.407 -2.584 4.472
H 3.815 -3.358 4.409
H 5.110 -2.871 2.061
H 3.372 -2.604 2.199
H 5.545 -0.479 2.425
H 3.966 -0.398 1.590
*
```

For the calculated total energy, the calculation gives -82643.754 eV. The calculation puts the HOMO-LUMO gap at 6.63 eV.

=====

C38H55NO2P2Re | wB97M-V/def2-TZVPD

Structure (ORCA input):
```
! RIJCOSX wB97M-V def2-TZVPD def2/J DEFGRID3
* xyz 2 4
Re 0.027 -1.404 -1.114
C -0.793 -3.072 -0.116
C 0.541 -3.363 -0.543
C 0.636 -1.531 0.894
C -0.742 -1.940 0.768
C 1.423 -2.420 0.087
C -2.038 -3.832 -0.440
H -1.896 -4.443 -1.334
H -2.880 -3.147 -0.606
H -2.326 -4.494 0.392
C -1.873 -1.388 1.553
H -2.823 -1.858 1.275
H -1.950 -0.297 1.409
H -1.732 -1.538 2.638
C 1.152 -0.546 1.888
H 2.245 -0.495 1.881
H 0.857 -0.818 2.916
H 0.742 0.458 1.706
C 2.911 -2.415 0.034
H 3.355 -2.885 0.928
H 3.304 -1.391 -0.011
H 3.266 -2.973 -0.844
C 0.942 -4.434 -1.492
H 1.160 -5.375 -0.968
H 1.837 -4.145 -2.055
H 0.131 -4.629 -2.206
C -1.728 0.683 -5.841
C -1.873 -0.625 -6.154
C -1.045 -1.374 -7.145
C 0.444 -0.954 -7.156
C 1.016 -0.485 -5.845
C 1.170 0.830 -5.590
C 0.478 1.942 -6.326
C -0.991 1.649 -6.722
H -1.445 -1.246 -8.168
H 0.589 -0.192 -7.936
H -1.119 -2.452 -6.919
H -1.029 1.335 -7.777
H -2.335 1.148 -5.056
H -2.782 -1.169 -5.871
H -1.520 2.613 -6.673
H 0.497 2.840 -5.685
H 1.943 1.231 -4.923
H 1.027 2.210 -7.246
H 1.005 -1.845 -7.472
H 1.426 -1.272 -5.208
P -1.625 0.100 -2.164
C -3.037 0.969 -1.563
C -2.078 -1.361 -3.128
P 1.298 0.512 -2.083
C -0.268 1.090 -2.932
C 2.722 -0.253 -2.908
C 1.932 1.814 -1.018
H -2.806 1.364 -0.562
H -3.886 0.273 -1.490
H -3.292 1.788 -2.251
H -1.872 -1.141 -4.169
H -3.145 -1.573 -2.979
H -1.498 -2.265 -2.864
H 1.987 2.743 -1.604
H 2.941 1.533 -0.683
H 1.292 1.976 -0.140
H -0.428 2.164 -2.771
H -0.253 0.865 -4.000
H 3.641 0.102 -2.421
H 2.755 -0.033 -3.972
H 2.672 -1.344 -2.793
C 3.368 0.051 6.828
C 1.985 -0.294 6.348
C 1.580 -1.627 6.360
C 0.325 -2.015 5.882
C -0.520 -1.052 5.344
C -0.133 0.296 5.325
N -0.931 1.165 4.593
C -1.303 2.474 4.873
C -1.667 2.925 6.158
C -2.064 4.252 6.317
C -2.042 5.121 5.224
C -1.636 4.665 3.956
C -1.307 3.334 3.770
C -0.825 2.724 2.457
O 0.198 3.227 1.946
O -1.505 1.727 2.047
C 1.117 0.697 5.873
C 1.520 2.138 5.840
H 3.926 0.637 6.086
H 3.345 0.626 7.764
H 3.933 -0.866 7.017
H 2.276 -2.366 6.751
H 0.018 -3.056 5.906
H -1.502 -1.308 4.935
H -1.338 0.811 3.721
H -1.646 2.216 6.992
H -2.368 4.603 7.309
H -2.333 6.170 5.347
H -1.582 5.330 3.103
H 1.511 2.538 4.810
H 0.822 2.749 6.434
H 2.521 2.293 6.251
*
```

For the calculated total energy, the calculation gives -66573.129 eV. The calculation puts the HOMO-LUMO gap (alpha / beta) at 6.88 / 5.90 eV. Its energy above the lowest of the compared OMol25 structures with the same formula, charge and spin is 110.2 kJ/mol.